{"formula": "C5H14", "method": "ωB97M-V/def2-TZVPD", "orbital_gap_ev": 11.51, "e_above_lowest_kj_mol": 249.01, "charge": 0, "smiles": "CCC.CC", "lumo_energy_ev": 1.1, "symbols": ["C", "H", "H", "H", "H", "C", "H", "H", "C", "H", "H", "H", "H", "H", "C", "H", "C", "H", "H"], "coordinates": [[-1.850, -2.107, -0.476], [-2.965, -0.167, 0.394], [2.932, 1.545, 1.293], [-0.176, -0.381, -0.048], [-1.088, -2.653, -0.046], [1.865, 1.545, -0.610], [1.854, -0.042, 0.762], [-1.060, 0.884, 1.061], [2.521, 0.822, 0.499], [3.484, 0.466, 0.258], [-1.934, -1.839, -1.499], [1.931, 0.791, -1.382], [2.334, 2.695, -0.808], [0.918, 2.018, -0.346], [-2.081, -0.841, 0.485], [-1.021, 0.925, -0.780], [-1.032, 0.267, 0.155], [-2.717, -2.662, -0.410], [-1.916, -1.265, 1.498]], "mulliken_charge": [-1.36, 0.33, 0.26, 0.12, 0.39, -0.65, 0.23, 0.32, -0.84, 0.34, 0.35, 0.26, 0.26, 0.18, -0.36, 0.31, -0.83, 0.44, 0.25]}

---

{"formula": "C5H14", "method": "ωB97M-V/def2-TZVPD", "orbital_gap_ev": 11.94, "e_above_lowest_kj_mol": 62.05, "charge": 0, "smiles": "CCC.CC", "lumo_energy_ev": 1.1, "symbols": ["H", "C", "H", "H", "C", "C", "C", "H", "H", "H", "H", "H", "H", "H", "H", "C", "H", "H", "H"], "coordinates": [[0.992, 1.270, -2.786], [-0.705, -0.424, -1.866], [1.825, 1.353, -1.265], [0.634, -2.021, 1.366], [-0.319, 0.854, -1.102], [0.048, -0.197, 2.407], [0.870, 1.565, -1.745], [-1.625, -0.822, -1.430], [0.688, 2.638, -1.711], [-0.934, 0.162, 2.711], [0.630, -2.239, 3.028], [0.827, 0.096, 3.107], [-1.130, -0.126, -2.834], [0.113, -1.122, -1.971], [-0.066, 0.471, -0.118], [0.066, -1.722, 2.250], [0.228, 0.377, 1.510], [-0.947, -2.108, 2.239], [-1.201, 1.441, -0.848]], "mulliken_charge": [0.33, -1.37, 0.33, 0.25, 0.47, -0.66, -1.10, 0.36, 0.30, 0.25, 0.33, 0.29, 0.39, 0.34, -0.52, -0.84, 0.20, 0.25, 0.40]}

---

{"formula": "C5H14", "method": "ωB97M-V/def2-TZVPD", "orbital_gap_ev": [10.73, 3.78], "e_above_lowest_kj_mol": 76.56, "charge": 1, "multiplicity": 2, "lumo_energy_ev": [-3.4, -10.3], "symbols": ["H", "H", "H", "H", "C", "C", "C", "H", "H", "C", "H", "H", "H", "H", "H", "C", "H", "H", "H"], "coordinates": [[-0.776, 2.426, 2.968], [2.029, -1.004, -0.402], [0.937, -1.230, 0.858], [-1.183, -2.271, -2.658], [0.253, -1.967, -1.104], [0.929, -1.017, -0.243], [-0.746, 1.683, 2.159], [0.015, 1.036, 2.633], [-1.209, -0.601, -1.849], [-0.006, 2.396, 1.045], [0.642, 1.639, 0.540], [0.085, -1.019, -2.957], [-1.627, 1.177, 1.794], [0.518, 0.008, -0.281], [0.809, -2.911, -1.374], [-0.633, -1.443, -2.228], [-0.334, -2.737, -0.450], [-0.573, 2.835, 0.226], [0.871, 3.003, 1.321]], "mulliken_spin": [0.00, 0.10, 0.08, 0.00, 0.23, 0.04, 0.00, 0.00, 0.03, 0.00, 0.00, 0.08, 0.00, 0.00, 0.14, 0.02, 0.28, 0.00, 0.00]}

---

{"formula": "C5H14AlN2O4", "method": "ωB97M-V/def2-TZVPD", "orbital_gap_ev": 8.46, "charge": -1, "lumo_energy_ev": 3.1, "symbols": ["C", "C", "O", "H", "H", "H", "H", "H", "Al", "H", "H", "H", "O", "C", "N", "N", "H", "H", "C", "H", "H", "C", "H", "H", "O", "O"], "coordinates": [[2.752, -0.064, -0.454], [1.445, 0.270, -1.239], [-4.933, -0.512, -1.605], [2.036, -2.080, -0.122], [3.543, -0.265, -1.185], [0.239, 1.833, -1.645], [0.160, 2.466, 0.863], [2.034, -1.068, 1.322], [-2.763, -1.103, 1.097], [3.562, -1.721, 0.693], [-2.005, 1.925, 0.048], [-2.076, -2.025, -0.038], [-4.391, -0.513, 0.430], [-1.362, 1.045, 0.210], [-4.924, -1.155, -0.600], [0.848, 1.544, -0.890], [-1.427, 0.437, -0.709], [3.188, 0.785, 1.253], [0.097, 1.494, 0.365], [-3.020, -1.853, 2.497], [1.676, 0.287, -2.307], [2.591, -1.307, 0.410], [0.742, -0.565, -1.083], [0.567, 0.766, 1.030], [-1.790, 0.339, 1.337], [3.211, 1.039, 0.322]], "mulliken_charge": [0.19, -0.58, -0.41, 0.39, 0.32, 0.27, 0.34, 0.35, 0.33, 0.38, 0.22, -0.30, -0.24, -0.34, 0.21, -0.36, 0.28, 0.35, -0.44, -0.30, 0.41, -1.45, 0.28, 0.09, -0.44, -0.56]}

---

{"formula": "C5H14BeCl4F6NOP", "method": "ωB97M-V/def2-TZVPD", "orbital_gap_ev": 5.30, "charge": -2, "lumo_energy_ev": 3.6, "symbols": ["Cl", "C", "C", "P", "N", "Cl", "H", "H", "H", "F", "H", "F", "H", "H", "H", "F", "H", "C", "H", "F", "Be", "Cl", "F", "H", "H", "C", "F", "Cl", "H", "C", "H", "O", "H"], "coordinates": [[-2.613, -14.375, 8.756], [-1.216, -10.996, 6.576], [-1.044, -9.705, 7.323], [1.079, -14.224, 10.825], [-1.336, -8.435, 6.551], [-0.339, -10.022, 10.617], [-3.264, -8.596, 7.370], [-2.170, -11.011, 6.061], [-1.627, -9.764, 8.241], [2.554, -14.268, 10.113], [-1.206, -6.268, 7.072], [0.474, -13.412, 9.635], [-1.384, -7.366, 8.441], [-1.919, -12.496, 7.676], [-0.415, -11.061, 5.799], [0.648, -15.675, 10.205], [-0.987, -9.236, 4.685], [-2.862, -8.379, 6.380], [0.159, -7.231, 7.573], [1.728, -15.031, 12.149], [-2.474, -12.651, 10.850], [-3.916, -10.552, 9.093], [-0.364, -14.162, 11.680], [0.427, -8.389, 5.383], [-0.007, -9.669, 7.670], [-0.923, -7.236, 7.476], [1.576, -12.858, 11.546], [-2.934, -12.816, 12.439], [-1.038, -7.479, 4.679], [-0.649, -8.347, 5.212], [-3.084, -9.211, 5.738], [-1.087, -11.993, 7.541], [-3.063, -7.436, 5.907]], "mulliken_charge": [-0.71, -0.49, -0.16, 1.18, 0.23, -0.82, 0.24, 0.25, 0.07, -0.41, 0.35, -0.26, 0.35, 0.05, 0.19, -0.36, 0.39, -0.90, 0.37, -0.42, 0.49, -0.75, -0.38, 0.32, 0.26, -0.86, -0.33, 0.05, 0.35, -0.94, 0.41, -0.16, 0.37]}

---

{"formula": "C5H14Br4NO2V", "method": "ωB97M-V/def2-TZVPD", "orbital_gap_ev": [6.50, 6.47], "e_above_lowest_kj_mol": 0.00, "charge": -1, "multiplicity": 2, "lumo_energy_ev": [1.7, 1.7], "symbols": ["H", "O", "C", "H", "H", "Br", "Br", "H", "H", "H", "C", "H", "N", "V", "C", "Br", "Br", "C", "H", "H", "C", "H", "H", "H", "O", "H", "H"], "coordinates": [[0.785, -5.214, 3.032], [-0.931, -2.721, 6.009], [0.254, -4.608, 3.766], [-3.061, -4.452, 4.002], [0.196, -3.569, 3.492], [-6.695, -3.916, 1.121], [-8.369, -6.212, 3.899], [-0.994, -1.892, 5.527], [-1.939, -4.992, 2.092], [-0.835, -6.380, 2.226], [-1.606, -5.806, 2.732], [-0.843, -5.763, 6.011], [-1.092, -5.181, 3.975], [-5.955, -5.758, 2.951], [-2.073, -4.064, 4.285], [-4.648, -7.390, 4.783], [-5.415, -7.483, 0.989], [-2.095, -3.516, 5.692], [-1.873, -3.248, 3.589], [-2.077, -6.673, 5.071], [-1.088, -6.201, 5.052], [-3.032, -2.968, 5.815], [0.843, -4.782, 4.666], [-0.322, -6.933, 4.801], [-4.523, -5.056, 2.866], [-2.090, -4.303, 6.438], [-2.446, -6.433, 2.980]], "mulliken_spin": [0.00, 0.00, 0.00, 0.01, 0.00, -0.02, -0.01, 0.00, 0.00, 0.00, 0.00, 0.00, 0.00, 1.27, -0.01, -0.01, -0.03, 0.00, 0.00, 0.00, 0.00, 0.00, 0.00, 0.00, -0.21, 0.00, 0.00]}

---

{"formula": "C5H14CdN3S", "method": "ωB97M-V/def2-TZVPD", "orbital_gap_ev": 3.26, "e_above_lowest_kj_mol": 73.77, "charge": -1, "lumo_energy_ev": 2.8, "symbols": ["N", "Cd", "C", "N", "H", "H", "N", "H", "H", "S", "H", "H", "H", "C", "H", "H", "H", "C", "H", "C", "H", "C", "H", "H"], "coordinates": [[-1.022, 1.420, 1.596], [1.066, -1.031, -1.634], [-1.505, 0.687, 2.657], [-0.943, -0.644, 1.014], [1.591, -2.445, 0.833], [2.387, -0.844, 0.822], [-0.286, -0.663, -3.685], [-1.304, 3.188, 2.461], [-0.670, 0.265, -3.539], [-0.050, 1.278, -0.884], [0.432, -0.698, -4.397], [-0.986, -1.384, -3.799], [0.140, 3.149, 1.329], [-0.668, 0.622, 0.553], [2.582, -0.582, -2.191], [-1.667, -1.491, 2.775], [2.068, -2.127, -2.503], [-1.423, -0.598, 2.294], [-0.709, -1.512, 0.523], [2.160, -1.735, 0.262], [3.066, -2.171, -0.136], [-0.914, 2.871, 1.495], [-1.830, 1.222, 3.517], [-1.513, 3.222, 0.638]], "mulliken_charge": [0.13, -0.63, -0.11, -0.01, 0.24, 0.27, -0.97, 0.28, 0.26, -0.51, 0.32, 0.36, 0.30, 0.14, 0.02, 0.45, 0.01, -0.71, 0.22, -1.21, 0.31, -0.87, 0.39, 0.31]}

---

{"formula": "C5H14ClN2O2S2", "method": "ωB97M-V/def2-TZVPD", "orbital_gap_ev": [7.37, 7.37], "e_above_lowest_kj_mol": 169.45, "charge": 1, "lumo_energy_ev": [-5.8, -5.8], "symbols": ["C", "H", "H", "H", "C", "N", "S", "H", "H", "H", "H", "N", "O", "H", "H", "C", "S", "C", "H", "H", "H", "H", "Cl", "O", "C", "H"], "coordinates": [[-0.823, 1.606, -2.185], [0.215, -1.260, -0.880], [0.101, 1.201, -1.828], [1.270, -3.181, 1.042], [2.472, -0.032, 1.048], [-1.411, 1.811, 0.338], [-2.556, 2.705, 1.345], [-1.174, 1.013, -2.937], [-0.779, 2.683, -2.480], [2.019, -1.547, -0.922], [2.798, 0.695, 0.361], [1.143, -0.608, 0.678], [0.207, 0.814, 2.426], [-2.027, 0.180, -1.005], [0.019, -3.559, 0.025], [0.996, -3.123, 0.076], [-0.213, 0.123, 1.238], [1.082, -1.593, -0.434], [-2.908, 1.709, -1.132], [1.610, -3.677, -0.533], [3.277, -0.839, 1.287], [-0.757, 2.628, 0.275], [-3.688, 1.170, 2.026], [-1.341, -0.710, 1.133], [-1.824, 1.321, -0.977], [2.292, 0.471, 2.013]], "mulliken_charge": [-1.08, 0.33, 0.31, 0.40, -0.97, -0.45, 0.19, 0.38, 0.35, 0.53, 0.39, 0.12, -0.62, 0.26, 0.36, -1.29, 1.30, -0.57, 0.35, 0.42, 0.32, 0.39, -0.06, -0.45, -0.26, 0.36]}